Entry 1:
82
Properties=species:S:1:pos:R:3 method="wB97M-V/def2-TZVPD" homo_lumo_gap_ev=2.085 de_lowest_kcal_mol=0.0 total_energy_ha=-4237.82564 homo_ev=-13.106 total_charge=+2
Tl 9.453 13.864 -13.188
C 13.991 13.522 -12.088
C 12.865 12.556 -11.668
C 13.238 11.708 -10.479
O 11.664 13.158 -11.518
H 13.773 14.080 -12.996
H 14.896 12.934 -12.261
H 14.303 14.199 -11.288
H 12.824 11.874 -12.547
H 12.758 10.730 -10.472
H 13.020 12.253 -9.561
H 14.315 11.528 -10.464
C 12.250 10.711 -16.014
S 12.089 12.455 -16.445
O 11.286 13.031 -15.279
C 13.827 13.033 -16.373
H 11.237 10.345 -15.838
H 12.755 10.645 -15.048
H 12.681 10.028 -16.745
H 14.374 12.497 -17.145
H 14.277 12.830 -15.395
H 13.862 14.120 -16.405
C 16.647 15.828 -13.449
S 18.291 15.683 -12.679
O 18.239 16.434 -11.364
C 18.006 13.948 -12.158
H 15.829 15.382 -12.891
H 16.788 15.210 -14.342
H 16.473 16.867 -13.715
H 17.956 13.327 -13.053
H 17.175 13.827 -11.467
H 18.903 13.661 -11.607
C 13.318 8.145 -5.855
S 12.571 9.792 -6.178
O 13.004 10.595 -5.001
C 13.689 10.374 -7.458
H 12.859 7.349 -6.447
H 13.252 7.853 -4.810
H 14.369 8.120 -6.149
H 13.486 9.765 -8.347
H 14.715 10.175 -7.156
H 13.470 11.396 -7.754
C 9.498 18.229 -10.854
S 8.859 16.602 -10.470
O 8.360 15.942 -11.738
C 10.353 15.776 -9.818
H 8.787 18.942 -11.269
H 10.230 18.101 -11.660
H 10.041 18.727 -10.051
H 11.136 15.959 -10.564
H 10.224 14.698 -9.746
H 10.635 16.188 -8.850
C 12.176 14.191 -6.958
S 12.456 15.866 -6.269
O 11.284 16.781 -6.567
C 12.383 15.356 -4.522
H 12.920 13.457 -6.642
H 12.213 14.131 -8.048
H 11.210 13.812 -6.619
H 13.050 14.493 -4.483
H 11.411 15.116 -4.095
H 12.823 16.119 -3.881
C 7.416 9.258 -12.992
S 9.066 9.603 -13.634
O 9.251 11.073 -13.804
C 10.160 9.116 -12.270
H 6.648 9.562 -13.697
H 7.298 9.793 -12.048
H 7.326 8.192 -12.782
H 9.849 9.514 -11.301
H 11.152 9.495 -12.513
H 10.260 8.040 -12.121
C 15.675 14.676 -8.593
S 15.566 16.531 -8.334
O 15.563 16.690 -6.837
C 17.224 16.917 -8.946
H 15.959 14.310 -7.607
H 16.383 14.293 -9.322
H 14.631 14.500 -8.846
H 17.400 16.889 -10.026
H 18.045 16.256 -8.649
H 17.448 17.907 -8.549

Entry 2:
13
Properties=species:S:1:pos:R:3 method="wB97M-V/def2-TZVPD" smiles=CNO.NO homo_lumo_gap_ev=10.253 de_lowest_kcal_mol=109.3 total_energy_ha=-302.72312 homo_ev=-9.300 total_charge=0
C 1.503 -0.662 -0.442
N 0.731 0.465 0.084
O 1.416 1.671 -0.326
H 2.537 -0.648 -0.087
H 1.518 -0.619 -1.535
H 0.999 -1.585 -0.144
H -0.169 0.513 -0.467
H 1.804 2.004 0.503
N -1.896 0.262 0.397
O -2.457 -1.071 0.629
H -0.834 0.245 0.948
H -2.651 0.879 0.706
H -2.500 -1.454 -0.266

Entry 3:
47
Properties=species:S:1:pos:R:3 method="wB97M-V/def2-TZVPD" smiles="CNC(=O)[C@@H](NC(C)=O)C(C)C.CC(=O)Nc1sccc1C(=O)O" homo_lumo_gap_ev=8.921 de_lowest_kcal_mol=9.9 total_energy_ha=-1524.10042 homo_ev=-8.678 total_charge=0
C 1.066 -1.885 0.198
N 1.552 -0.759 -0.602
C 0.924 -0.099 -1.582
O 1.526 0.813 -2.128
C -0.490 -0.535 -2.026
N -1.531 0.506 -2.238
C -1.607 1.668 -2.895
C -0.444 2.318 -3.609
O -2.684 2.244 -2.908
C -0.434 -1.599 -3.147
C -1.777 -2.329 -3.282
C -0.017 -1.082 -4.525
H 1.875 -2.261 0.828
H 0.723 -2.696 -0.448
H 0.247 -1.563 0.844
H 2.470 -0.398 -0.387
H -0.879 -1.077 -1.168
H -2.425 0.283 -1.828
H 0.185 2.816 -2.875
H 0.138 1.586 -4.155
H -0.832 3.058 -4.307
H 0.300 -2.347 -2.848
H -2.073 -2.750 -2.321
H -1.682 -3.143 -4.001
H -2.549 -1.642 -3.628
H 0.948 -0.580 -4.456
H 0.080 -1.918 -5.218
H -0.768 -0.393 -4.912
C -1.293 -1.341 5.882
C -1.230 -0.654 4.530
O -2.138 -0.841 3.734
N -0.139 0.140 4.236
C 0.102 0.868 3.068
S -0.991 1.043 1.688
C 0.162 2.073 0.863
C 1.302 2.264 1.598
C 1.280 1.573 2.889
C 2.409 1.678 3.830
O 2.362 1.085 4.899
O 3.463 2.436 3.464
H -1.373 -0.592 6.674
H -2.164 -2.001 5.931
H -0.390 -1.935 6.043
H 0.590 0.209 4.947
H -0.008 2.502 -0.121
H 2.138 2.872 1.257
H 4.072 2.382 4.214

Entry 4:
102
Properties=species:S:1:pos:R:3 method="wB97M-V/def2-TZVPD" smiles="CC[C@H](I)[C@]1(CC(=O)O)OC(=O)O[C@@]1(CN)/C(I)=C(/C)I.C[C@@H]1COC(=O)O1.C[C@@H]1COC(=O)O1.C[C@@H]1COC(=O)O1.C[C@@H]1COC(=O)O1.C[C@@H]1COC(=O)O1" homo_lumo_gap_ev=8.042 total_energy_ha=-3699.35130 homo_ev=-8.361 total_charge=0
C -1.172 2.777 5.420
C -1.210 1.424 4.436
C -1.191 1.991 2.893
I -3.207 2.655 2.187
C -0.352 1.140 1.812
C 1.131 1.905 1.766
C 1.902 1.964 3.207
O 1.784 3.113 3.931
O 2.712 0.911 3.833
O -0.950 1.567 0.502
C -0.317 0.730 -0.572
O -0.176 1.011 -1.869
O 0.078 -0.497 0.199
C -0.387 -0.473 1.632
C -1.832 -1.271 1.355
N -3.000 -0.817 2.150
C 0.319 -1.474 2.723
I -0.819 -2.271 4.479
C 1.736 -1.953 2.711
C 2.319 -3.016 3.866
I 3.176 -1.324 1.208
H -0.122 2.952 5.904
H -1.536 3.754 4.839
H -1.954 2.657 6.313
H -2.210 0.872 4.741
H -0.258 0.767 4.712
H -0.640 3.050 2.979
H 0.968 3.036 1.420
H 1.871 1.441 0.990
H 3.647 0.930 3.425
H -1.621 -2.434 1.531
H -2.149 -1.215 0.205
H -3.567 -1.688 2.382
H -2.789 -0.398 3.075
H 1.687 -4.012 3.918
H 2.358 -2.420 4.871
H 3.419 -3.361 3.558
C 4.090 -5.830 -0.175
C 2.780 -6.035 0.557
C 1.716 -6.660 -0.293
O 0.527 -6.196 0.319
C 0.838 -4.994 0.893
O 0.017 -4.206 1.329
O 2.191 -4.792 0.908
H 3.959 -5.180 -1.047
H 4.817 -5.335 0.477
H 4.511 -6.784 -0.507
H 2.946 -6.603 1.480
H 1.760 -7.752 -0.281
H 1.728 -6.312 -1.333
C 2.398 0.050 -4.730
C 2.825 -0.643 -3.452
C 4.257 -0.394 -3.092
O 4.581 -1.539 -2.326
C 3.776 -2.545 -2.785
O 3.918 -3.723 -2.507
O 2.795 -2.054 -3.602
H 3.001 -0.283 -5.581
H 1.358 -0.198 -4.968
H 2.486 1.137 -4.638
H 2.148 -0.376 -2.632
H 4.387 0.519 -2.503
H 4.926 -0.358 -3.959
C -3.643 0.564 -2.099
C -4.779 -0.361 -2.483
C -5.660 0.195 -3.559
O -6.890 -0.463 -3.314
C -6.917 -0.734 -1.973
O -7.905 -1.105 -1.365
O -5.689 -0.527 -1.407
H -4.022 1.525 -1.733
H -3.056 0.130 -1.283
H -2.978 0.748 -2.949
H -4.388 -1.350 -2.750
H -5.289 -0.033 -4.562
H -5.823 1.275 -3.475
C -9.441 5.315 -2.399
C -8.492 4.871 -3.493
C -7.861 3.538 -3.226
O -6.653 3.622 -3.959
C -6.322 4.949 -3.999
O -5.243 5.380 -4.364
O -7.363 5.727 -3.568
H -8.925 5.396 -1.436
H -9.841 6.309 -2.623
H -10.277 4.617 -2.294
H -8.998 4.892 -4.465
H -8.475 2.706 -3.581
H -7.614 3.376 -2.171
C 8.644 -0.042 0.482
C 7.704 1.119 0.732
C 8.136 1.999 1.864
O 6.910 2.559 2.297
C 5.942 1.641 1.994
O 4.797 1.685 2.405
O 6.435 0.662 1.174
H 8.727 -0.682 1.367
H 8.262 -0.675 -0.326
H 9.643 0.311 0.207
H 7.554 1.691 -0.192
H 8.830 2.781 1.544
H 8.579 1.448 2.701

Entry 5:
10
Properties=species:S:1:pos:R:3 method="wB97M-V/def2-TZVPD" homo_lumo_gap_ev="10.694 / 7.558" spin_multiplicity=2 de_lowest_kcal_mol=23.7 total_energy_ha=-209.67959 homo_ev="-9.574 / -9.361" total_charge=0 s2=0.755
C -0.156 -1.504 0.438
N -0.830 -0.201 0.194
C 0.138 0.957 0.203
O 0.823 0.940 -0.940
H 0.631 -1.738 -0.339
H -0.946 -2.230 0.789
H 0.552 -1.456 1.318
H -1.159 -0.273 -0.825
H 0.813 0.918 1.103
H -0.550 1.949 0.273

Entry 6:
79
Properties=species:S:1:pos:R:3 method="wB97M-V/def2-TZVPD" smiles="CCCCCCCCCCCCC[C@]1(B(C)O)OC(=O)O[C@]1(CCCI)CCC(C)C" homo_lumo_gap_ev=9.541 total_energy_ha=-1604.73531 homo_ev=-9.355 total_charge=0
C 7.180 0.623 4.043
C 6.778 2.188 3.937
C 5.442 2.239 3.021
C 4.757 3.686 2.952
C 3.861 3.951 1.643
C 3.044 2.677 1.106
C 2.230 1.866 2.229
C 2.689 0.302 2.138
C 1.416 -0.601 1.668
C 1.829 -2.050 1.129
C 0.616 -3.138 1.184
C 0.203 -3.715 -0.258
C -1.177 -3.154 -0.847
C -1.155 -1.612 -1.281
B 0.213 -0.978 -1.914
C 1.046 -1.849 -3.044
O 0.746 0.313 -1.599
O -1.318 -0.938 0.033
C -2.231 0.150 0.106
O -2.445 0.913 1.060
O -2.828 0.157 -1.208
C -2.576 -1.117 -1.905
C -2.663 -0.846 -3.483
C -2.942 0.686 -3.889
C -1.682 1.661 -3.719
I -2.245 3.568 -4.671
C -3.876 -1.968 -1.408
C -5.273 -1.272 -1.782
C -6.054 -0.606 -0.547
C -7.640 -0.711 -0.916
C -5.761 1.001 -0.459
H 7.436 0.258 2.991
H 6.272 0.038 4.452
H 8.067 0.560 4.773
H 6.445 2.571 4.975
H 7.578 2.836 3.450
H 5.604 1.771 1.977
H 4.687 1.544 3.554
H 5.620 4.457 2.911
H 4.136 3.961 3.869
H 3.211 4.885 1.812
H 4.599 4.242 0.802
H 3.757 2.047 0.478
H 2.253 3.090 0.370
H 2.459 2.194 3.306
H 1.089 1.971 2.111
H 2.958 -0.078 3.194
H 3.604 0.142 1.477
H 0.840 0.044 0.927
H 0.746 -0.717 2.596
H 2.241 -2.060 0.057
H 2.705 -2.406 1.796
H 1.045 -4.030 1.778
H -0.299 -2.692 1.722
H 0.053 -4.855 -0.119
H 1.106 -3.605 -0.947
H -1.991 -3.406 -0.073
H -1.396 -3.764 -1.804
H 2.003 -2.216 -2.505
H 1.311 -1.234 -3.968
H 0.484 -2.819 -3.327
H 1.667 0.347 -1.961
H -1.753 -1.220 -4.078
H -3.559 -1.449 -3.898
H -3.888 1.075 -3.362
H -3.206 0.686 -5.016
H -1.608 1.912 -2.596
H -0.695 1.243 -4.099
H -3.792 -3.022 -1.872
H -3.834 -2.029 -0.256
H -5.220 -0.493 -2.612
H -5.958 -2.116 -2.181
H -5.832 -1.113 0.449
H -8.258 -0.325 -0.039
H -7.796 -0.037 -1.843
H -7.956 -1.765 -1.220
H -5.223 1.207 0.530
H -5.146 1.354 -1.372
H -6.754 1.587 -0.526

Entry 7:
95
Properties=species:S:1:pos:R:3 method="wB97M-V/def2-TZVPD" homo_lumo_gap_ev="5.807 / 5.134" spin_multiplicity=4 de_lowest_kcal_mol=53.5 total_energy_ha=-5522.74367 homo_ev="-9.745 / -10.383" total_charge=+1 s2=3.784
W -0.532 0.343 0.106
C -2.699 1.589 -3.166
N -1.599 2.222 -2.424
C -2.001 3.473 -1.802
C -2.894 3.216 -0.601
N -2.355 2.345 0.498
C -3.574 1.941 1.230
C -1.450 3.131 1.349
C -1.925 3.812 2.466
C -1.076 4.550 3.274
C 0.270 4.637 2.965
C 0.753 3.990 1.841
C -0.086 3.228 1.033
S 0.640 2.400 -0.366
C -0.425 2.343 -3.231
C -0.100 3.482 -3.954
C 1.059 3.520 -4.717
C 1.892 2.415 -4.798
C 1.584 1.270 -4.085
C 0.448 1.243 -3.282
S 0.025 -0.202 -2.358
H -3.232 2.314 -3.794
H -3.405 1.131 -2.472
H -2.298 0.807 -3.806
H -2.571 4.111 -2.492
H -1.110 4.019 -1.500
H -3.807 2.738 -0.958
H -3.173 4.182 -0.167
H -4.252 2.787 1.370
H -3.338 1.535 2.207
H -4.102 1.194 0.641
H -2.973 3.761 2.729
H -1.473 5.050 4.147
H 0.945 5.194 3.600
H 1.801 4.054 1.576
H -0.751 4.346 -3.939
H 1.301 4.422 -5.263
H 2.784 2.449 -5.409
H 2.213 0.392 -4.129
O -3.892 -1.905 -0.748
C -2.987 -1.199 -0.103
O -2.107 -0.521 -0.756
C -2.885 -1.118 1.297
C -3.749 -1.546 2.304
C -3.441 -1.217 3.612
C -2.307 -0.463 3.904
C -1.473 -0.078 2.874
N -1.744 -0.409 1.584
C -0.221 0.678 2.947
O 0.260 1.226 3.893
O 0.347 0.663 1.730
H -3.717 -1.861 -1.700
H -4.633 -2.112 2.045
H -4.100 -1.541 4.407
H -2.051 -0.164 4.911
C -0.407 -4.265 -1.575
Si 1.264 -3.380 -1.786
C 2.717 -4.561 -1.531
C 1.504 -2.822 -3.576
Ge 1.017 -1.522 -0.156
Si 0.845 -2.865 2.065
C -0.768 -3.843 2.173
C 1.278 -1.973 3.671
C 2.188 -4.166 1.780
Si 3.205 -0.376 0.077
C 3.617 0.683 -1.432
C 3.433 0.638 1.650
C 4.512 -1.747 0.115
H -0.789 -4.645 -2.525
H -1.148 -3.574 -1.166
H -0.334 -5.115 -0.892
H 2.654 -5.344 -2.290
H 2.751 -5.044 -0.557
H 3.665 -4.044 -1.681
H 1.678 -3.692 -4.213
H 2.379 -2.171 -3.653
H 0.649 -2.277 -3.968
H -1.667 -3.258 2.018
H -0.844 -4.295 3.167
H -0.765 -4.652 1.443
H 0.400 -1.620 4.208
H 1.939 -1.120 3.520
H 1.799 -2.682 4.317
H 1.834 -4.930 1.089
H 2.413 -4.653 2.732
H 3.112 -3.745 1.386
H 2.811 1.352 -1.720
H 3.871 0.054 -2.288
H 4.489 1.303 -1.208
H 2.635 1.360 1.810
H 4.375 1.189 1.586
H 3.491 -0.002 2.533
H 4.403 -2.426 -0.730
H 4.470 -2.336 1.032
H 5.509 -1.302 0.058

Entry 8:
22
Properties=species:S:1:pos:R:3 method="wB97M-V/def2-TZVPD" smiles="CN1C(=O)/C(=C/[NH3+])S[C@]1(C)S" homo_lumo_gap_ev=8.761 de_lowest_kcal_mol=0.0 total_energy_ha=-1216.04532 homo_ev=-12.601 total_charge=+1
C -1.880 -1.739 -0.123
N -0.840 -0.771 -0.136
C 0.425 -1.084 0.299
O 0.799 -2.208 0.482
C 1.345 0.100 0.188
C 2.650 -0.060 0.490
N 3.601 1.061 0.659
S 0.520 1.532 -0.296
C -1.210 0.579 -0.152
C -2.024 0.948 -1.419
S -1.895 1.118 1.483
H -1.934 -2.239 0.813
H -2.919 -1.186 -0.324
H -1.557 -2.534 -0.924
H 2.987 -1.044 0.426
H 4.406 1.251 0.041
H 4.111 1.073 1.524
H 3.022 1.915 0.526
H -2.943 1.419 -1.205
H -2.290 0.050 -1.917
H -1.661 1.725 -2.081
H -2.714 0.095 1.645